Formula: C26H78CoF4N2O21S4
Source: the Open Molecules 2025 dataset
Level of theory: ωB97M-V/def2-TZVPD

Computed properties:
HOMO-LUMO gap (spin up / spin down) = 7.582 / 6.480 eV
multiplicity = 4
⟨S²⟩ = 3.756

Cartesian coordinates (Å):
1 H 1.14 1.99 2.17
2 H 5.09 0.41 2.78
3 H -3.78 2.59 1.68
4 H 0.79 -5.75 3.90
5 C -3.10 -1.42 4.21
6 C -1.56 -1.30 4.50
7 H 3.21 -6.99 2.10
8 O 2.50 -6.59 1.59
9 S -3.36 1.93 -3.48
10 H 0.67 -6.14 1.71
11 O -3.21 2.62 -4.78
12 H -1.57 -4.53 2.48
13 H 4.58 3.02 -1.48
14 S 0.62 -0.86 -0.27
15 C 3.05 -1.72 -5.02
16 H 2.36 2.77 3.12
17 C 0.87 1.46 -3.38
18 H 6.53 -0.15 -0.82
19 O 0.34 0.24 -3.65
20 Co -1.47 -0.70 -2.83
21 F 0.88 -2.15 -1.21
22 H -3.57 -1.08 -0.39
23 H 2.20 -5.28 -0.79
24 H 1.43 -0.09 3.62
25 C -2.84 -3.08 0.16
26 H -0.89 -6.11 4.16
27 H -8.90 0.25 0.04
28 O -3.77 -1.39 -5.02
29 H -4.47 2.77 3.29
30 C -3.57 2.49 2.74
31 H -1.00 -2.11 4.02
32 H -3.34 -2.95 1.11
33 C 5.53 -0.26 -1.24
34 C -1.72 5.16 -0.90
35 H 4.68 -2.46 1.96
36 C 0.52 2.45 -4.48
37 H -0.03 -3.88 2.10
38 H 0.94 -0.21 -4.25
39 C 2.81 -1.98 -3.51
40 H -6.30 -0.72 0.48
41 C -6.30 1.39 0.11
42 H 4.12 -5.59 0.85
43 H -7.06 -0.33 -1.07
44 O -3.63 -2.56 4.85
45 C -0.51 -4.79 2.45
46 O -4.34 2.41 -2.54
47 H -1.76 -2.89 0.15
48 H 3.92 -1.08 -5.19
49 H -3.42 1.43 2.94
50 O -2.85 5.45 -0.07
51 H 7.24 -0.55 3.30
52 H 2.02 5.30 -1.36
53 O 4.18 3.81 -1.11
54 C 2.05 1.80 2.74
55 H -2.96 -4.13 -0.12
56 H -4.58 -2.54 4.76
57 H -3.61 -0.50 4.51
58 H 1.30 -4.32 0.44
59 H 5.53 -1.33 -1.46
60 H 2.75 -1.06 -2.94
61 O 6.46 -1.10 3.26
62 H -0.86 5.65 -0.44
63 C -2.28 3.24 3.11
64 H 6.03 0.10 -3.26
65 H -6.15 1.67 1.15
66 O -0.22 1.94 0.08
67 C 2.13 4.79 -0.40
68 H 0.99 3.42 -4.29
69 O -0.26 -5.90 1.64
70 H 2.62 5.49 0.28
71 C -1.98 5.67 -2.30
72 H 5.94 -0.25 1.44
73 H -2.58 5.22 0.82
74 N -2.89 0.51 -3.40
75 H 4.43 0.50 -3.00
76 S -1.03 0.76 0.07
77 H -5.30 1.35 -0.31
78 H 0.62 1.84 -2.39
79 O -8.18 0.03 0.64
80 H 2.78 0.01 5.33
81 O -5.15 0.73 -5.05
82 H -1.43 -1.15 5.58
83 C -6.94 0.00 -0.04
84 H 3.12 -4.68 2.05
85 C 1.75 0.90 3.95
86 H -1.52 4.09 -0.86
87 C 2.29 -4.65 0.10
88 H -2.10 6.75 -2.34
89 H 2.84 -3.73 -0.09
90 H 4.70 -0.15 -0.54
91 F -5.08 -0.61 -3.09
92 H -6.92 2.14 -0.39
93 H 3.62 -2.62 -3.16
94 H -1.60 5.03 2.95
95 H -2.08 3.15 4.17
96 C 4.31 -1.47 2.23
97 H 0.96 2.15 -5.42
98 C -3.58 -2.09 -0.80
99 F -2.42 1.28 -0.56
100 H 6.66 1.90 -2.21
101 C -0.21 -5.30 3.88
102 H -3.40 -2.92 -2.50
103 O -2.99 -2.17 -2.06
104 O -2.37 4.55 2.63
105 H -1.45 2.70 2.66
106 H -0.28 -4.56 4.68
107 H 3.27 -2.69 -5.45
108 H 0.98 1.36 4.57
109 H -1.21 -0.39 4.02
110 H -1.14 5.41 -2.94
111 O 1.99 -0.93 -5.64
112 H 3.80 -1.59 3.18
113 H 2.96 2.85 0.19
114 C 5.39 0.54 -2.49
115 O 1.82 -0.09 -0.53
116 H 2.40 -0.24 -6.18
117 C 5.46 -0.53 2.38
118 H 1.96 1.42 -3.29
119 O 5.70 1.87 -2.25
120 H 3.64 -1.19 1.41
121 H 2.33 2.94 -1.44
122 O -1.66 0.31 1.33
123 O 2.90 0.73 4.72
124 H -3.17 -1.57 3.14
125 H 1.12 4.59 -0.04
126 H -2.88 5.18 -2.68
127 O 0.51 -1.50 1.04
128 H 2.73 1.32 2.04
129 C 3.11 -5.36 1.19
130 C 2.89 3.50 -0.69
131 S -4.19 -0.11 -4.35
132 H 1.92 -2.60 -3.41
133 H -0.56 2.59 -4.54
134 N -0.78 -0.29 -1.04
135 F -2.05 2.52 -2.73
136 H -4.62 -2.40 -0.95

Formula: C2H2ClNO2
Source: the Open Molecules 2025 dataset
Level of theory: ωB97M-V/def2-TZVPD

Computed properties:
HOMO-LUMO gap = 8.549 eV
SMILES = O=C[C@@H](Cl)N=O
relative energy (zero: lowest compared OMol25 entry of this formula, charge and spin) = 79.5 kcal per mole

Cartesian coordinates (Å):
1 H 1.30 0.08 0.50
2 C 0.38 -0.48 0.12
3 C -0.64 0.53 -0.36
4 N 0.74 -1.30 -1.42
5 O 1.76 -1.89 -1.44
6 Cl -0.25 -1.65 1.36
7 O -0.31 1.70 -0.42
8 H -1.67 0.28 -0.75

Formula: C12H17BN6O2Pt
Source: the Open Molecules 2025 dataset
Level of theory: ωB97M-V/def2-TZVPD

Computed properties:
HOMO-LUMO gap (spin up / spin down) = 8.020 / 4.147 eV
multiplicity = 5
⟨S²⟩ = 6.031
charge = +2

Cartesian coordinates (Å):
1 C -2.24 -1.41 1.17
2 H -0.30 4.28 1.24
3 H 1.63 -2.58 -3.20
4 C 3.21 -0.52 2.03
5 B 1.00 -2.19 -0.43
6 O -1.40 2.56 -2.03
7 N -1.12 -1.03 0.52
8 N 0.86 -1.34 -1.69
9 H -3.04 -3.47 1.59
10 C 2.24 0.46 1.82
11 C 2.89 -1.59 1.21
12 Pt -0.25 0.92 0.10
13 C -2.30 -2.82 1.17
14 C 0.50 3.76 0.66
15 N -0.44 -2.17 0.16
16 H 2.03 1.41 2.29
17 C 1.22 -1.61 -2.96
18 H 0.11 1.50 -2.92
19 H -2.95 -0.72 1.61
20 C 0.47 0.50 -2.81
21 H 1.45 -3.28 -0.62
22 C 0.97 -0.46 -3.70
23 H 4.04 -0.47 2.71
24 C -1.57 2.07 -0.93
25 H -3.68 2.51 1.59
26 N 0.39 -0.06 -1.60
27 H 1.46 3.93 1.13
28 H -2.18 1.48 1.58
29 H -0.74 -4.22 0.26
30 N 1.38 0.01 0.87
31 N 1.79 -1.26 0.53
32 C -1.15 -3.25 0.51
33 O -2.73 2.49 -0.27
34 H 0.30 2.63 0.73
35 H 0.53 4.10 -0.38
36 H 3.28 -2.57 1.03
37 H -3.69 0.92 0.75
38 C -3.08 1.80 0.99
39 H 1.13 -0.31 -4.75

Formula: C3H8I2N2
Source: the Open Molecules 2025 dataset
Level of theory: ωB97M-V/def2-TZVPD

Computed properties:
HOMO-LUMO gap (spin up / spin down) = 7.219 / 7.220 eV
relative energy (zero: lowest compared OMol25 entry of this formula, charge and spin) = 60.5 kcal per mole

Cartesian coordinates (Å):
1 N -0.63 1.11 -0.06
2 H 2.13 -1.68 0.95
3 C 1.14 -0.63 -0.41
4 I -2.31 -0.46 -0.34
5 H 1.39 1.43 -0.27
6 C 0.54 0.71 -0.72
7 H 0.37 0.85 -1.81
8 C 1.58 -0.72 1.09
9 H 0.35 -1.35 -0.62
10 H 2.04 -0.82 -0.97
11 H 2.46 0.07 1.28
12 I -5.38 1.06 -1.15
13 H -0.47 1.07 1.03
14 N -4.08 0.01 0.11
15 H 0.88 -0.64 1.88

Formula: C34H40N9O4ReS
Source: the Open Molecules 2025 dataset
Level of theory: ωB97M-V/def2-TZVPD

Computed properties:
HOMO-LUMO gap (spin up / spin down) = 4.596 / 5.007 eV
multiplicity = 2
⟨S²⟩ = 0.759
relative energy (zero: lowest compared OMol25 entry of this formula, charge and spin) = 7.2 kcal per mole
charge = +3

Cartesian coordinates (Å):
1 H -1.55 -6.14 0.07
2 H 1.56 4.39 -0.81
3 C 1.55 4.75 0.22
4 N -1.32 -5.27 -0.38
5 C -2.48 -4.45 -0.62
6 Re 0.78 -0.43 0.90
7 C 2.79 -0.30 2.52
8 C -6.02 -0.16 -4.34
9 H 1.50 5.84 0.20
10 H -3.42 -2.00 2.86
11 C 3.84 -0.24 3.40
12 C 0.32 4.23 0.98
13 H 4.86 -0.12 3.07
14 C -3.78 -1.31 -4.11
15 H -1.94 -2.37 -3.91
16 H -6.67 0.36 -3.63
17 H -1.72 -4.22 -2.46
18 C -3.07 0.02 -0.62
19 C 0.29 4.77 2.42
20 C 4.15 1.05 -0.84
21 H -5.49 0.58 -4.92
22 H -5.34 0.07 1.34
23 C 1.18 -0.57 4.18
24 C 6.12 4.57 -2.21
25 C -0.98 4.58 0.23
26 H 6.86 4.94 -1.50
27 H 0.92 -6.43 0.55
28 C -1.58 -0.05 -0.45
29 H 1.23 4.57 2.94
30 C -2.93 -2.22 -3.51
31 C 5.37 1.41 -0.26
32 H 0.13 -0.69 4.44
33 H 3.77 3.54 -3.08
34 H -1.86 4.24 0.78
35 C 0.90 -5.35 0.61
36 C 2.18 -0.51 5.14
37 C -4.93 -0.84 0.91
38 O 4.34 -1.50 -0.23
39 N 0.53 1.62 1.04
40 H 2.72 -2.73 1.71
41 C -0.21 -4.63 0.14
42 O -0.65 0.23 -1.17
43 C 5.98 2.57 -0.69
44 H 2.63 1.49 -2.30
45 C 3.50 -0.36 4.75
46 N 0.85 -2.58 0.80
47 C 3.55 1.81 -1.85
48 C 5.42 3.35 -1.71
49 H -3.38 -0.53 -1.52
50 O 2.14 -0.62 -1.06
51 H -5.07 -1.67 1.60
52 N -1.30 -0.58 0.80
53 C -4.65 -2.76 -1.91
54 H 2.83 -5.18 1.53
55 N -3.52 -0.67 0.59
56 H -0.97 -2.66 -0.16
57 C -0.16 -3.25 0.23
58 H -1.03 5.66 0.14
59 H 6.65 4.34 -3.14
60 H -6.67 -0.72 -5.02
61 O -3.33 -4.28 0.23
62 C 0.43 2.77 1.02
63 S 3.42 -0.43 -0.36
64 H 4.28 -0.33 5.50
65 C -2.49 -0.98 1.36
66 C 1.95 -4.66 1.16
67 H 1.91 -0.59 6.19
68 N -2.44 -3.87 -1.84
69 N -2.55 -1.63 2.51
70 C -3.36 -2.94 -2.40
71 H -0.99 4.15 -0.77
72 H -5.46 -1.09 -0.01
73 N 2.66 -0.19 1.13
74 N 1.49 -0.48 2.89
75 C 1.90 -3.28 1.26
76 H -3.44 -0.76 -4.99
77 C 4.20 2.95 -2.27
78 H 5.42 5.37 -2.44
79 H 2.48 4.46 0.71
80 H 0.16 5.85 2.38
81 C -5.49 -1.84 -2.53
82 H -1.70 -1.97 2.93
83 H -0.53 4.35 2.99
84 H -3.44 1.04 -0.68
85 H 5.85 0.79 0.48
86 H 6.93 2.87 -0.26
87 H -5.01 -3.35 -1.08
88 C -5.08 -1.10 -3.64
89 H -6.50 -1.73 -2.17

Formula: C5H8N2
Source: the Open Molecules 2025 dataset
Level of theory: ωB97M-V/def2-TZVPD

Computed properties:
HOMO-LUMO gap = 8.477 eV
SMILES = Cc1c[nH]c(N)c1
relative energy (zero: lowest compared OMol25 entry of this formula, charge and spin) = 11.5 kcal per mole

Cartesian coordinates (Å):
1 H -2.18 -0.32 -1.31
2 H 1.58 1.94 -0.11
3 H -2.62 -1.32 0.06
4 C -2.29 -0.32 -0.22
5 C -0.42 1.30 0.15
6 C 0.16 -0.85 0.47
7 N 2.66 -0.47 0.10
8 H 2.79 -1.45 0.34
9 N 0.95 1.20 0.13
10 C -0.94 0.05 0.31
11 H 2.90 -0.38 -0.88
12 H -0.93 2.24 -0.02
13 C 1.30 -0.12 0.27
14 H -3.07 0.40 0.02
15 H 0.11 -1.91 0.68

Number 1: E_tot -6101.641059 a.u.. Number 2: E_tot -742.709938 a.u.. Number 3: E_tot -1089.867274 a.u.. Number 4: E_tot -823.793935 a.u.. Number 5: E_tot -2589.015238 a.u.. Number 6: E_tot -304.817102 a.u..